[1]
The following is a DFT calculation (ωB97M-V/def2-TZVPD) of a molecular structure, C51H39BrF5N6O9P2S2Ta.

Element x y z (Å)
Ta (0.14, -0.75, -0.03)
C (2.32, 6.06, 5.02)
S (0.95, 4.89, 5.13)
C (1.84, 3.38, 5.63)
C (1.34, 2.16, 4.86)
C (1.65, 2.27, 3.38)
N (1.08, 1.20, 2.53)
P (1.63, -0.40, 2.33)
C (3.42, -0.29, 2.53)
C (4.11, -0.96, 3.54)
C (5.49, -0.79, 3.65)
C (6.17, 0.05, 2.78)
C (5.48, 0.73, 1.79)
C (4.11, 0.56, 1.67)
C (1.09, -1.52, 3.64)
C (0.26, -1.14, 4.69)
C (-0.12, -2.08, 5.64)
C (0.33, -3.39, 5.55)
C (1.16, -3.77, 4.51)
C (1.53, -2.84, 3.55)
P (-0.31, 1.41, 1.62)
C (-1.60, 1.93, 2.78)
C (-2.30, 1.00, 3.55)
C (-3.14, 1.42, 4.57)
C (-3.27, 2.78, 4.84)
C (-2.57, 3.71, 4.09)
C (-1.74, 3.29, 3.06)
C (-0.12, 2.78, 0.46)
C (-1.24, 3.31, -0.19)
C (-1.06, 4.24, -1.21)
C (0.22, 4.62, -1.58)
C (1.33, 4.10, -0.94)
C (1.16, 3.17, 0.08)
H (1.89, 7.02, 4.71)
H (3.05, 5.75, 4.27)
H (2.81, 6.20, 5.98)
H (1.69, 3.22, 6.70)
H (2.91, 3.53, 5.47)
H (0.26, 2.06, 5.01)
H (1.81, 1.26, 5.27)
H (2.73, 2.31, 3.21)
H (1.24, 3.21, 2.99)
H (3.60, -1.60, 4.24)
H (6.02, -1.31, 4.44)
H (7.24, 0.17, 2.88)
H (6.00, 1.41, 1.13)
H (3.56, 1.12, 0.92)
H (-0.08, -0.12, 4.78)
H (-0.76, -1.78, 6.46)
H (0.04, -4.11, 6.31)
H (1.52, -4.79, 4.44)
H (2.18, -3.15, 2.74)
H (-2.18, -0.06, 3.39)
H (-3.68, 0.69, 5.16)
H (-3.92, 3.11, 5.64)
H (-2.65, 4.77, 4.31)
H (-1.18, 4.03, 2.51)
H (-2.24, 3.02, 0.10)
H (-1.92, 4.66, -1.70)
H (0.36, 5.35, -2.38)
H (2.33, 4.39, -1.22)
H (2.02, 2.76, 0.59)
Br (1.88, 1.16, -4.16)
C (0.05, 1.49, -3.82)
C (-0.66, 2.22, -4.77)
C (-2.01, 2.41, -4.57)
C (-2.60, 1.88, -3.43)
C (-1.80, 1.18, -2.56)
N (-0.49, 0.97, -2.73)
C (-2.42, 0.58, -1.34)
O (-3.52, 0.80, -0.95)
O (-1.61, -0.29, -0.69)
H (-0.15, 2.60, -5.64)
H (-2.59, 2.96, -5.30)
H (-3.66, 1.99, -3.22)
F (-5.13, -3.06, -4.41)
C (-3.91, -2.80, -3.99)
C (-3.54, -3.12, -2.69)
F (-4.41, -3.71, -1.88)
C (-2.27, -2.82, -2.25)
F (-1.94, -3.11, -1.00)
C (-1.34, -2.21, -3.09)
S (0.26, -1.76, -2.57)
C (-1.73, -1.89, -4.39)
F (-0.89, -1.28, -5.21)
C (-3.01, -2.17, -4.85)
F (-3.37, -1.85, -6.07)
C (-3.17, -3.44, 2.77)
C (-1.91, -3.96, 2.50)
C (-1.00, -3.20, 1.81)
N (-1.25, -1.95, 1.38)
C (-2.48, -1.45, 1.64)
C (-3.45, -2.16, 2.33)
H (-3.91, -4.02, 3.30)
H (-1.63, -4.96, 2.82)
H (-0.03, -3.60, 1.57)
H (-2.71, -0.46, 1.28)
H (-4.41, -1.70, 2.49)
O (7.33, -2.57, -2.62)
N (6.33, -3.19, -2.36)
O (6.20, -4.40, -2.38)
C (5.14, -2.40, -1.97)
C (3.98, -3.06, -1.63)
C (2.87, -2.32, -1.25)
C (2.92, -0.92, -1.18)
O (1.82, -0.24, -0.79)
C (4.11, -0.30, -1.59)
C (5.22, -1.03, -1.98)
N (4.23, 1.16, -1.73)
O (3.49, 1.87, -1.08)
O (5.07, 1.57, -2.50)
N (1.70, -3.12, -0.97)
O (0.90, -2.54, 0.01)
O (0.90, -3.26, -2.13)
H (3.93, -4.14, -1.66)
H (6.12, -0.53, -2.30)

Output
**Energy relative to the best compared isomer or geometry (same formula, charge and spin)**: 0.000 eV
**Multiplicity**: 1
**Total charge**: +2

Results of the Löwdin charge analysis, in e, for atoms 1 through 4: number 1, Ta, carries 1.705; number 2, C, carries -0.403; number 3, S, carries 0.816; number 4, C, carries -0.466

***

[2]
The following is a DFT calculation (ωB97M-V/def2-TZVPD) of 11 unconnected molecules or ions with the total composition C58H139N9O11.

Element x y z (Å)
C (13.44, 21.73, 23.18)
C (13.88, 20.28, 22.71)
C (13.40, 19.26, 23.81)
C (13.17, 19.88, 21.36)
C (13.70, 20.49, 20.16)
C (15.21, 20.25, 20.05)
C (16.05, 20.68, 21.30)
C (17.53, 20.06, 21.28)
C (16.15, 22.22, 21.31)
N (15.40, 20.19, 22.53)
O (16.19, 20.27, 23.71)
H (13.96, 22.14, 24.04)
H (13.51, 22.45, 22.37)
H (12.37, 21.72, 23.41)
H (13.56, 19.69, 24.80)
H (12.34, 19.05, 23.63)
H (13.90, 18.30, 23.78)
H (13.24, 18.81, 21.19)
H (12.11, 20.12, 21.41)
H (13.20, 19.96, 19.34)
H (13.45, 21.55, 20.11)
H (15.63, 20.76, 19.18)
H (15.48, 19.21, 19.89)
H (18.17, 20.30, 22.13)
H (18.17, 20.24, 20.41)
H (17.40, 18.98, 21.21)
H (15.74, 22.66, 22.22)
H (15.90, 22.76, 20.40)
H (17.22, 22.43, 21.33)
H (16.23, 19.37, 24.02)
C (11.94, 22.67, 10.55)
C (11.70, 21.23, 11.23)
C (10.51, 21.26, 12.16)
C (11.27, 20.26, 10.10)
C (12.44, 19.69, 9.26)
C (13.35, 18.98, 10.26)
C (13.96, 19.92, 11.36)
C (14.63, 18.98, 12.40)
C (15.10, 20.83, 10.77)
N (12.91, 20.75, 11.99)
O (13.32, 21.48, 13.08)
H (12.09, 23.47, 11.27)
H (12.79, 22.73, 9.87)
H (11.09, 22.97, 9.95)
H (10.50, 20.46, 12.90)
H (10.39, 22.28, 12.52)
H (9.57, 21.08, 11.64)
H (10.71, 19.36, 10.36)
H (10.63, 20.81, 9.42)
H (12.20, 19.00, 8.45)
H (13.01, 20.44, 8.72)
H (14.17, 18.63, 9.63)
H (12.92, 18.07, 10.68)
H (13.91, 18.49, 13.05)
H (15.40, 19.29, 13.10)
H (15.10, 18.13, 11.89)
H (15.93, 20.28, 10.35)
H (15.54, 21.52, 11.49)
H (14.69, 21.54, 10.05)
H (12.55, 21.43, 13.65)
C (14.64, 13.35, 17.51)
C (13.70, 14.01, 18.59)
C (13.21, 12.84, 19.46)
C (14.50, 14.82, 19.52)
C (14.92, 16.16, 18.94)
C (13.75, 16.96, 18.34)
C (12.83, 16.07, 17.41)
C (11.45, 16.77, 17.32)
C (13.53, 16.05, 16.02)
N (12.59, 14.77, 17.95)
O (11.89, 13.96, 17.07)
H (15.61, 12.98, 17.85)
H (14.15, 12.52, 16.99)
H (15.01, 14.08, 16.79)
H (12.61, 12.09, 18.93)
H (14.10, 12.30, 19.78)
H (12.65, 13.16, 20.34)
H (14.05, 15.01, 20.49)
H (15.48, 14.35, 19.66)
H (15.42, 16.69, 19.75)
H (15.69, 15.94, 18.20)
H (14.13, 17.82, 17.81)
H (13.17, 17.36, 19.18)
H (10.94, 16.87, 18.28)
H (10.74, 16.16, 16.75)
H (11.56, 17.72, 16.80)
H (14.62, 16.06, 16.11)
H (13.20, 16.83, 15.33)
H (13.30, 15.16, 15.44)
H (10.95, 14.11, 17.20)
C (20.61, 15.73, 16.54)
C (19.40, 16.74, 16.72)
C (18.96, 16.80, 18.21)
C (19.88, 18.11, 16.27)
C (20.08, 18.32, 14.80)
C (18.81, 17.91, 14.12)
C (18.32, 16.44, 14.44)
C (16.85, 16.35, 13.83)
C (19.23, 15.28, 13.72)
N (18.22, 16.35, 15.92)
O (17.73, 15.13, 16.30)
H (21.23, 15.74, 15.64)
H (21.42, 15.84, 17.26)
H (20.19, 14.74, 16.74)
H (18.87, 15.84, 18.72)
H (19.62, 17.48, 18.74)
H (17.97, 17.25, 18.29)
H (19.11, 18.88, 16.42)
H (20.68, 18.63, 16.79)
H (20.31, 19.38, 14.66)
H (20.90, 17.68, 14.50)
H (19.00, 18.02, 13.05)
H (18.00, 18.56, 14.44)
H (16.28, 15.48, 14.14)
H (16.83, 16.49, 12.75)
H (16.29, 17.22, 14.19)
H (20.28, 15.54, 13.59)
H (18.81, 14.82, 12.82)
H (19.35, 14.52, 14.49)
H (16.92, 15.40, 16.73)
C (11.26, 16.47, 21.70)
O (10.84, 17.81, 21.41)
C (9.45, 17.97, 21.26)
C (9.22, 19.40, 20.81)
C (9.97, 19.77, 19.63)
N (9.43, 20.44, 21.78)
H (10.70, 16.20, 22.59)
H (12.34, 16.40, 21.87)
H (11.07, 15.81, 20.86)
H (9.14, 17.23, 20.53)
H (9.04, 17.90, 22.27)
H (8.19, 19.53, 20.50)
H (11.06, 19.72, 19.65)
H (9.70, 20.68, 19.09)
H (9.79, 19.07, 18.82)
H (9.13, 20.07, 22.68)
H (10.41, 20.57, 21.99)
C (9.24, 10.31, 20.10)
O (9.64, 11.71, 19.97)
C (9.44, 12.26, 18.65)
C (9.28, 13.76, 18.72)
C (8.07, 14.23, 19.60)
N (9.11, 14.35, 17.43)
H (9.36, 9.92, 21.11)
H (9.80, 9.68, 19.41)
H (8.16, 10.21, 19.98)
H (10.42, 12.06, 18.21)
H (8.71, 11.68, 18.08)
H (10.13, 14.25, 19.20)
H (7.14, 13.78, 19.25)
H (7.93, 15.30, 19.73)
H (7.97, 13.70, 20.55)
H (9.01, 15.34, 17.62)
H (8.20, 14.14, 17.06)
C (10.65, 16.98, 12.97)
O (10.94, 15.59, 12.92)
C (9.90, 14.83, 13.65)
C (10.04, 13.31, 13.59)
C (8.87, 12.46, 14.08)
N (11.24, 12.82, 14.24)
H (9.66, 17.26, 12.61)
H (11.32, 17.60, 12.37)
H (10.70, 17.38, 13.98)
H (9.86, 15.11, 14.70)
H (8.98, 15.13, 13.16)
H (10.07, 13.04, 12.53)
H (9.10, 11.41, 13.88)
H (7.95, 12.62, 13.50)
H (8.67, 12.63, 15.13)
H (11.90, 13.44, 13.80)
H (11.18, 13.15, 15.19)
C (14.19, 8.65, 21.24)
O (14.25, 9.37, 22.39)
C (13.13, 10.26, 22.61)
C (13.28, 10.83, 24.04)
C (12.28, 11.93, 24.34)
N (14.63, 11.34, 24.32)
H (15.11, 8.07, 21.29)
H (14.07, 9.15, 20.28)
H (13.48, 7.83, 21.37)
H (13.17, 11.06, 21.86)
H (12.20, 9.71, 22.44)
H (13.20, 9.99, 24.74)
H (11.25, 11.64, 24.16)
H (12.46, 12.79, 23.69)
H (12.46, 12.30, 25.35)
H (14.65, 12.22, 23.83)
H (14.70, 11.69, 25.27)
C (15.24, 9.18, 17.52)
O (14.21, 8.29, 17.13)
C (13.49, 8.52, 15.87)
C (12.95, 9.90, 15.41)
C (11.80, 10.30, 16.35)
N (12.36, 9.88, 14.03)
H (15.17, 10.24, 17.27)
H (16.20, 8.83, 17.12)
H (15.34, 9.15, 18.60)
H (14.04, 8.21, 14.98)
H (12.65, 7.82, 15.87)
H (13.78, 10.59, 15.53)
H (11.46, 11.33, 16.22)
H (12.15, 10.17, 17.37)
H (10.91, 9.68, 16.21)
H (12.94, 9.54, 13.28)
H (12.06, 10.80, 13.75)
C (11.78, 20.52, 15.52)
O (10.94, 21.56, 15.15)
H (12.01, 20.01, 14.58)
H (12.70, 20.82, 16.03)
H (11.26, 19.75, 16.08)
H (11.01, 22.26, 15.80)
C (14.75, 15.04, 23.70)
O (15.00, 13.87, 23.05)
H (14.68, 15.80, 22.92)
H (13.88, 14.99, 24.35)
H (15.65, 15.25, 24.29)
H (15.72, 14.02, 22.43)

Output
**Multiplicity**: 1
**Total charge**: 0

Results of the Löwdin charge analysis, in e, for atoms 1 through 4: number 1, C, carries -0.031; number 2, C, carries -0.388; number 3, C, carries -0.024; number 4, C, carries -0.175

***

no.,strongest force on any atom (hartree/bohr),E (eV)
1,0.016,-206299.7742
2,0.080,-98320.7502